ORCA calculation (the ωB97M-V functional and the def2-TZVPD basis) on a 10-piece molecular cluster, C30H64Cl4O10 overall in a non-equilibrium geometry.

Properties
* spin multiplicity: 1
* SMILES: C1CCOC1.C1CCOC1.C1CCOC1.C1CCOC1.C1CCOC1.C1CCOC1.ClCCl.ClCCl.OCCO.OCCO
* total energy: -102707.8602 eV
* E_LUMO: 0.0126 Ha
* Kohn-Sham gap: 9.550 eV
* highest occupied orbital energy: -0.338 Eh
* strongest force on any atom: 2.29 eV/Å

Geometry (Å):
C1 -0.8536 2.7347 5.2019
C2 -1.7918 2.2220 4.1439
C3 -1.6072 3.2393 2.9976
O1 -0.2129 3.6482 3.1254
C4 0.3396 3.1320 4.3236
H1 -0.5572 2.0222 5.9690
H2 -1.1807 3.6756 5.6502
H3 -2.8363 2.1742 4.4600
H4 -1.4639 1.2042 3.9190
H5 -2.2480 4.0765 3.2859
H6 -1.8363 2.8672 2.0043
H7 0.9547 3.8616 4.8587
H8 1.0392 2.3293 4.0591
C5 3.2490 2.5513 -2.4842
C6 4.3923 2.7091 -1.4923
C7 5.0084 4.0841 -1.8467
O2 4.0092 4.7960 -2.5823
C8 3.0719 3.9009 -3.1754
H9 2.3115 2.2660 -2.0066
H10 3.4481 1.7300 -3.1743
H11 4.9726 1.7880 -1.4752
H12 4.0096 2.7629 -0.4671
H13 5.8109 3.8803 -2.5683
H14 5.4148 4.6934 -1.0472
H15 3.3536 3.8310 -4.2310
H16 2.0740 4.3143 -3.0354
C9 -0.4591 -3.4359 5.6163
C10 -1.4103 -4.6401 5.7284
C11 -2.2093 -4.5047 4.4670
O3 -1.3666 -3.9155 3.4737
C12 -0.3073 -3.2082 4.1121
H17 0.5269 -3.6345 6.0471
H18 -0.7897 -2.5461 6.1497
H19 -2.0271 -4.4507 6.6090
H20 -0.9851 -5.6334 5.8691
H21 -3.0608 -3.8577 4.7073
H22 -2.5677 -5.4583 4.0817
H23 -0.4171 -2.1552 3.8247
H24 0.6421 -3.5324 3.6717
C13 -0.1378 0.7731 -5.2745
C14 -1.2597 0.1674 -4.4440
C15 -0.7704 -1.2321 -4.1456
O4 0.6121 -1.2661 -4.4922
C16 1.1095 0.0345 -4.7843
H25 -0.1235 1.8625 -5.1715
H26 -0.2484 0.6285 -6.3516
H27 -2.1032 0.1237 -5.1386
H28 -1.5369 0.7564 -3.5726
H29 -1.3394 -1.9306 -4.7587
H30 -0.8978 -1.4537 -3.0841
H31 1.9304 0.1211 -5.4937
H32 1.4514 0.5068 -3.8535
C17 -4.2224 1.2905 -2.2653
C18 -5.2578 0.6775 -1.3363
C19 -4.9279 1.4573 -0.0383
O5 -3.4908 1.4355 -0.0706
C20 -2.9826 1.1756 -1.3655
H33 -4.4670 2.3399 -2.4388
H34 -4.1908 0.7488 -3.2102
H35 -5.0430 -0.3924 -1.3026
H36 -6.3090 0.7799 -1.6072
H37 -5.2928 0.9036 0.8271
H38 -5.3274 2.4684 0.0209
H39 -2.5427 0.1689 -1.2661
H40 -2.1609 1.8330 -1.6600
C21 4.4420 -1.1269 -3.9930
C22 5.4088 -0.9534 -2.8284
C23 5.7145 -2.3988 -2.4609
O6 4.5355 -3.1302 -2.8355
C24 3.5709 -2.2819 -3.4468
H41 4.9564 -1.3715 -4.9265
H42 3.8446 -0.2597 -4.2769
H43 4.8952 -0.4997 -1.9795
H44 6.3312 -0.4472 -3.1131
H45 5.7564 -2.5543 -1.3826
H46 6.5351 -2.7709 -3.0774
H47 2.8495 -1.8228 -2.7610
H48 2.9566 -2.8218 -4.1639
Cl1 -0.3786 3.7898 -0.3832
C25 -1.1151 5.1565 -1.2476
Cl2 -2.7936 5.3349 -0.7591
H49 -0.4943 6.0037 -0.9799
H50 -1.1010 4.9659 -2.3145
Cl3 0.6771 -0.5280 1.8589
C26 0.6422 0.5647 0.4728
Cl4 1.2890 -0.0964 -1.0385
H51 -0.3246 1.0456 0.3659
H52 1.3405 1.3506 0.7493
O7 -2.6526 -0.0679 1.9543
C27 -3.3516 -1.2557 2.2293
C28 -4.5495 -1.0508 3.1454
O8 -4.0805 -0.6446 4.4587
H53 -3.0322 0.4282 1.1777
H54 -3.7000 -1.8492 1.3717
H55 -2.6357 -1.9344 2.6991
H56 -5.1205 -1.9673 3.2789
H57 -5.1872 -0.2328 2.7970
H58 -3.4121 0.0165 4.2190
O9 2.5029 -4.9184 0.3249
C29 1.9408 -3.6700 0.6977
C30 0.4128 -3.7296 0.5412
O10 -0.0335 -4.3927 -0.6046
H59 3.4207 -4.9478 0.5990
H60 2.2796 -3.3243 1.6788
H61 2.3220 -2.8843 0.0279
H62 -0.0833 -2.7625 0.6320
H63 0.0769 -4.2252 1.4666
H64 0.4329 -5.2351 -0.6657

Mulliken population analysis, charges in e, atoms 1 to 99: -0.800, 0.405, 0.143, -0.395, -0.403, 0.325, 0.313, 0.495, -0.455, 0.285, -0.344, 0.335, 0.159, 1.528, -0.392, -0.547, -0.486, -0.366, -0.445, -0.699, 0.244, 0.131, 0.254, 0.361, 0.308, 0.165, -0.672, -0.657, -0.337, -0.441, 0.844, 0.364, 0.276, 0.329, 0.267, 0.129, 0.374, -0.561, 0.095, -0.951, 0.499, -0.525, -0.450, 0.348, 0.406, 0.289, 0.349, -0.604, 0.341, 0.176, 0.543, -0.431, -0.444, -0.766, -0.017, -0.563, 0.020, 0.273, 0.345, 0.275, 0.429, -0.057, 0.276, 0.112, 0.083, -0.291, -0.145, -0.565, -0.484, 0.291, 0.266, 0.005, -0.143, 0.433, 0.299, 0.284, -0.353, 0.385, 0.009, -0.540, -0.156, 0.422, 0.269, -0.097, -0.067, 0.123, -0.447, 0.340, 0.167, -0.218, -0.410, -0.675, 0.082, 0.344, -0.055, 0.451, 0.148, 0.238, -0.591